Entry from OMol25: a gas-phase ion, C6H4F2NO2 (charge -1) at a distorted geometry (wB97M-V/def2-TZVPD).

XYZ file:
```
15
Properties=species:S:1:pos:R:3:forces:R:3
N 3.08798 1.88873 0.94325 -0.761 -0.670 -0.850
C 2.53680 1.18428 0.18622 1.615 1.372 1.860
O 2.00270 0.43126 -0.64869 -1.290 -0.717 -1.029
C 1.89643 -1.09960 -0.27928 4.978 0.466 -0.289
O 2.98681 -1.63312 -0.26223 -0.328 0.289 -0.333
C 0.69509 -1.52350 -0.01692 -3.867 0.532 0.490
C -0.50790 -0.81456 0.17217 -1.951 1.905 -0.148
C -0.94634 0.42030 -0.20519 1.194 0.103 0.141
C -2.35313 0.84068 -0.00027 0.030 -2.024 0.999
F -2.61402 1.91251 0.92186 0.349 -1.423 -1.020
F -2.79867 1.29913 -1.19555 -0.902 0.420 -0.251
H 0.59268 -2.53484 0.15683 0.258 -2.045 0.460
H -1.33721 -1.27759 0.71369 0.444 -0.838 0.009
H -0.27948 1.05565 -0.80238 -0.567 0.034 0.333
H -2.96174 -0.14934 0.31649 0.796 2.596 -0.372
```
Positions in Å, forces in eV/Å.

Calculated values
- net charge = -1
- energy relative to the best compared isomer or geometry (same formula, charge and spin) (kJ/mol) = 154.1
- gap between HOMO and LUMO (eV) = 7.875
- strongest force on any atom (hartree/bohr) = 0.097
- SMILES string = N#CO/C([O-])=C\C=C\C(F)F
- LUMO (eV) = 3.752

What are the Mulliken partial charges on each atom? They are as follows, in elementary charge units:
1 N -0.591
2 C 0.622
3 O -0.407
4 C 0.251
5 O -0.658
6 C -0.778
7 C 0.139
8 C -0.305
9 C 0.289
10 F -0.304
11 F -0.275
12 H 0.377
13 H 0.171
14 H 0.331
15 H 0.139

***

Entry from OMol25: a molecular structure, C47H60N5P3Se2Tb at a distorted geometry (wB97M-V/def2-TZVPD).

XYZ file:
```
118
Properties=species:S:1:pos:R:3:forces:R:3
Tb 12.03580 11.56138 14.28818 1.199 0.367 1.085
Se 11.30737 16.59339 9.13399 0.797 -0.280 0.240
P 11.57294 17.04762 11.18954 -1.875 1.031 -1.062
C 12.91887 18.01521 11.84129 2.298 0.581 0.328
C 12.78081 18.60297 13.11383 -0.175 0.383 -0.007
C 13.72783 19.50761 13.61290 0.299 -0.224 0.165
C 14.86347 19.79265 12.86799 1.018 0.127 -0.809
C 15.09725 19.14525 11.63592 -0.462 -0.566 -0.030
C 14.12420 18.25911 11.12494 0.115 -0.519 -0.102
C 10.19308 18.28203 11.42759 -1.131 -0.364 0.799
C 8.87706 17.84205 11.71862 -0.400 0.272 -0.254
C 7.81266 18.77089 11.65222 0.491 -0.007 0.044
C 8.08422 20.14690 11.47641 -0.043 -1.553 -0.651
C 9.35470 20.57610 11.16446 0.540 -0.318 0.827
C 10.38082 19.64760 11.14123 1.514 -0.499 -0.168
C 11.37394 15.58880 12.24443 -1.348 -1.773 1.152
C 12.24826 14.52052 12.52424 -2.177 -0.060 2.405
N 11.47595 13.60498 13.37737 -0.226 3.508 -2.456
N 10.20959 14.10219 13.44970 1.989 1.153 -1.183
N 10.10035 15.26320 12.78571 2.168 -1.242 0.279
P 14.03715 14.30890 12.45710 -0.390 -1.411 -1.104
Se 14.28797 12.04979 12.46998 0.220 1.289 0.201
C 14.68059 14.78004 10.80732 0.657 0.466 1.449
C 15.91206 15.42305 10.67893 0.491 -0.077 -0.526
C 16.61583 15.35836 9.45610 -0.505 0.214 0.452
C 16.03541 14.66781 8.36214 -0.940 0.071 0.793
C 14.70386 14.16431 8.46815 1.629 0.941 0.629
C 14.08153 14.22791 9.71434 -1.068 -1.005 -1.571
C 14.84668 15.14725 13.82898 1.296 -0.465 -0.081
C 16.26782 14.96656 14.01472 -0.952 -0.524 -1.161
C 16.81748 15.27078 15.22307 0.826 0.443 0.869
C 16.05700 15.86314 16.23710 0.503 0.109 0.069
C 14.72311 16.08555 16.04141 -0.198 0.510 0.109
C 14.12072 15.71817 14.85735 -1.067 0.514 -0.198
H 11.87312 18.41471 13.68905 0.178 0.008 -0.083
H 13.69179 19.97852 14.60959 -0.552 -0.404 -0.609
H 15.61612 20.52171 13.24345 -0.674 -0.691 -0.251
H 16.04329 19.24458 11.06711 -0.741 0.224 0.539
H 14.35494 17.66974 10.19206 -0.545 0.917 0.940
H 8.65453 16.78292 11.97834 0.332 1.060 -0.451
H 6.77550 18.38757 11.69259 0.716 0.447 0.317
H 7.31938 20.86902 11.42777 -1.083 0.546 0.191
H 9.59282 21.63382 11.07863 -0.151 -0.218 -0.287
H 11.39562 20.00240 10.88990 -0.553 -0.240 0.161
H 16.34039 15.96453 11.52554 -0.067 -0.203 -0.307
H 17.58003 15.91408 9.45204 -0.728 -0.806 -0.502
H 16.56147 14.50187 7.43286 0.152 0.292 -0.006
H 14.19464 13.75370 7.60126 0.138 -0.044 0.235
H 13.09236 13.78216 9.78596 0.094 0.058 0.179
H 16.93669 14.59315 13.20763 -0.862 0.022 0.666
H 17.88149 15.09606 15.42292 -0.420 0.116 -0.307
H 16.54951 16.22546 17.13046 -0.031 -0.248 0.113
H 14.08273 16.61343 16.73607 0.303 -0.056 0.343
H 13.07023 16.04663 14.81246 0.361 -0.783 -0.607
C 6.46754 10.28460 12.95270 0.155 -0.348 1.721
N 7.40364 11.41256 12.85330 -0.043 1.674 -0.685
C 7.65638 11.93498 14.21288 -0.479 -0.268 0.913
C 8.68484 11.19666 12.08504 1.294 -0.150 -2.077
C 9.43282 9.95478 12.54480 -0.395 -1.235 -1.320
C 9.15514 8.63224 12.09256 -0.098 1.090 0.533
C 9.83013 7.56480 12.69973 0.676 0.311 -0.710
C 10.87556 7.80785 13.60338 -0.693 -0.406 1.629
C 11.04326 9.11954 14.13275 0.804 -2.964 -0.866
C 10.45751 10.12214 13.43936 -1.203 2.532 1.542
H 5.52993 10.69047 13.35303 0.172 -0.356 -0.330
H 6.86251 9.50253 13.63939 -0.126 0.797 -0.332
H 6.39386 9.83281 12.01803 -0.577 -0.637 -1.667
H 6.92477 12.18977 12.33609 0.374 -0.889 0.506
H 8.22172 11.16977 14.78670 -0.598 0.555 -0.276
H 6.67917 12.22918 14.63387 0.392 -0.660 0.132
H 8.19958 12.84477 14.16217 0.921 0.668 -0.249
H 9.31488 12.12177 12.16798 -0.660 -0.863 0.578
H 8.50150 11.18390 10.96232 -0.568 -0.332 1.351
H 8.46923 8.43817 11.26072 -0.033 0.019 0.465
H 9.55906 6.56202 12.36397 0.454 0.194 0.166
H 11.44064 6.96640 14.04102 -0.451 0.387 -0.295
H 11.66246 9.29526 15.05710 -0.124 -0.288 -0.933
C 11.29792 12.77017 20.08760 -0.287 0.327 1.091
C 11.28510 12.79400 18.56164 0.370 0.401 0.602
C 11.75493 14.21925 18.11987 -0.677 -0.266 0.355
C 9.83858 12.54792 17.98502 0.251 1.345 0.720
P 12.48944 11.47334 17.92092 1.686 -1.419 0.090
N 12.40579 11.49430 16.38011 -0.842 -0.279 -1.685
C 12.15395 9.67375 18.65797 -0.921 -0.347 0.574
C 10.62336 9.53733 18.75787 -0.756 -0.288 -1.078
C 12.62031 8.46981 17.75714 -1.275 0.328 -0.366
C 12.67151 9.30986 20.06302 0.841 0.562 0.993
C 14.40443 11.75210 18.29369 -1.303 0.149 1.411
C 14.73409 12.00329 19.79881 0.404 -0.576 -0.791
C 14.74594 12.90340 17.41902 1.388 2.112 -1.246
C 15.29377 10.60537 17.86281 0.261 -0.859 -1.344
H 10.56368 13.47112 20.53406 0.171 -0.229 -0.439
H 12.26410 13.08072 20.52589 -0.298 -0.203 -0.461
H 11.06675 11.79437 20.51589 -0.030 -0.065 -0.095
H 10.90311 14.91603 18.14207 0.158 -0.223 0.313
H 12.06193 14.18766 17.11115 0.304 -0.092 -1.450
H 12.59814 14.66593 18.65626 -0.302 -0.360 0.391
H 9.14688 13.24120 18.54773 0.710 -0.461 -0.627
H 9.48607 11.55969 18.20617 -0.123 -0.279 -0.153
H 9.75191 12.77391 16.90394 0.243 -0.183 0.557
H 10.10501 9.78594 17.80008 0.493 -0.047 0.579
H 10.19271 10.10885 19.56117 -0.140 0.526 0.220
H 10.29068 8.51250 18.95210 0.459 -0.115 0.140
H 12.80373 8.83656 16.73277 0.167 -0.498 0.361
H 11.74333 7.71744 17.75086 1.508 1.065 -0.187
H 13.47943 7.96244 18.20695 0.031 0.265 -0.475
H 12.11515 9.75090 20.90858 -0.142 -0.053 -0.481
H 13.72338 9.61856 20.29461 -0.840 -0.795 -0.644
H 12.59022 8.21467 20.15995 0.070 0.400 0.146
H 14.41562 12.96456 20.19962 0.061 0.016 -0.123
H 15.83575 11.90729 19.80749 -0.364 0.393 0.542
H 14.33030 11.18353 20.41225 0.251 0.722 -0.121
H 14.15531 13.81207 17.62260 0.278 -0.431 0.065
H 14.54007 12.67587 16.32508 0.553 0.145 1.278
H 15.84924 13.23773 17.56270 -1.611 -0.740 -0.328
H 15.35445 9.78223 18.56499 -0.523 -0.381 0.038
H 16.34726 10.93203 17.81990 -0.369 0.375 -0.016
H 15.07107 10.24958 16.81861 -0.014 0.141 1.042
```
Positions in Å, forces in eV/Å.

Calculated values
- net charge = +1
- 2S+1 = 7
- gap between HOMO and LUMO (alpha / beta) (eV) = 6.972 / 7.012
- strongest force on any atom (hartree/bohr) = 0.083
- LUMO (alpha / beta) (eV) = -2.439 / -2.399

Here are the Mulliken charges for atoms 1 to 99, given in e:
1 Tb 0.892
2 Se -0.308
3 P 0.214
4 C 0.416
5 C -0.285
6 C -0.749
7 C -0.487
8 C -0.616
9 C -0.249
10 C 0.201
11 C -0.311
12 C -0.510
13 C -0.534
14 C -0.620
15 C -0.057
16 C 0.385
17 C -0.490
18 N 0.759
19 N -0.374
20 N -0.430
21 P 0.087
22 Se -0.376
23 C 0.664
24 C 0.005
25 C -0.820
26 C -0.623
27 C -0.752
28 C -0.665
29 C 1.443
30 C -0.546
31 C -0.883
32 C -0.584
33 C -0.929
34 C -0.298
35 H 0.464
36 H 0.424
37 H 0.354
38 H 0.412
39 H 0.450
40 H 0.246
41 H 0.331
42 H 0.417
43 H 0.376
44 H 0.277
45 H 0.591
46 H 0.386
47 H 0.412
48 H 0.470
49 H 0.357
50 H 0.512
51 H 0.429
52 H 0.450
53 H 0.498
54 H 0.315
55 C -0.879
56 N 0.024
57 C -0.788
58 C -0.576
59 C 0.528
60 C -0.436
61 C -0.701
62 C -0.765
63 C -0.135
64 C 0.249
65 H 0.330
66 H 0.353
67 H 0.419
68 H 0.370
69 H 0.349
70 H 0.421
71 H 0.185
72 H -0.115
73 H 0.459
74 H 0.475
75 H 0.397
76 H 0.427
77 H -0.206
78 C -1.692
79 C 2.257
80 C -2.189
81 C -1.719
82 P 0.175
83 N 0.262
84 C 2.306
85 C -2.152
86 C -1.316
87 C -1.956
88 C 2.318
89 C -1.878
90 C -2.002
91 C -1.733
92 H 0.481
93 H 0.232
94 H 0.308
95 H 0.524
96 H 0.518
97 H 0.286
98 H 0.528
99 H 0.391

***

Entry from OMol25: 11 unconnected molecules or ions with the total composition C22H64O12S10 at a distorted geometry (wB97M-V/def2-TZVPD).

XYZ file:
```
108
Properties=species:S:1:pos:R:3:forces:R:3
O -1.82191 -1.20714 -0.45284 0.654 0.535 1.535
C -1.31865 -0.09450 0.32723 0.251 -2.315 -2.707
C 0.09797 0.56520 -0.12755 -1.399 0.434 -3.187
O 0.20681 1.04134 -1.47863 -0.260 -0.076 2.507
H -1.19361 -0.46502 1.34466 0.310 0.232 1.173
H -2.18397 0.56723 0.28937 0.193 1.419 0.395
H 0.92457 -0.13066 0.01603 0.210 -1.221 0.415
H 0.33915 1.34742 0.59222 -0.179 0.918 0.912
C -4.60595 1.20942 -1.23472 0.768 0.356 0.084
S -4.57133 0.84500 -3.02051 0.789 -0.640 1.310
O -3.44989 -0.15841 -3.09035 -2.106 0.754 -0.584
C -6.28307 0.06841 -3.04743 0.512 0.190 -0.414
H -5.43601 1.80014 -0.84722 -0.370 -0.296 -0.259
H -3.69830 1.76163 -0.99117 0.199 0.063 -0.350
H -4.42047 0.25030 -0.75119 -0.313 -0.228 0.052
H -7.07835 0.81092 -3.11301 0.312 0.506 -0.148
H -6.57081 -0.54836 -2.19601 0.603 -0.414 -0.120
H -6.22856 -0.43533 -4.01251 -0.372 -0.494 0.203
C 1.92404 4.52383 -0.19303 0.970 0.018 0.915
S 3.24327 5.61931 0.57024 1.517 -2.266 0.685
O 4.16849 4.72961 1.47277 -2.258 2.853 -2.023
C 4.17529 5.91987 -0.98547 1.132 -0.410 0.368
H 1.57343 3.98354 0.68633 -0.088 -0.110 -0.173
H 2.39733 3.82276 -0.88049 -0.187 0.052 0.052
H 1.09087 5.07678 -0.62681 0.353 0.206 -0.036
H 5.19653 6.13802 -0.67308 -0.126 1.141 0.534
H 3.73307 6.69906 -1.60629 0.029 -0.088 0.079
H 4.50837 5.04653 -1.54620 -1.278 -0.611 -0.206
C 4.29106 -0.16757 0.42369 1.265 0.671 -0.213
S 4.65223 1.39751 -0.52149 -1.083 -0.963 -1.606
O 4.51980 2.53055 0.40269 0.769 -0.234 -0.134
C 6.42574 1.07464 -0.96886 0.451 -1.108 1.206
H 4.76345 -0.01133 1.39350 -0.115 -0.019 0.194
H 4.80251 -0.98460 -0.08523 -0.254 -0.123 -0.087
H 3.21789 -0.33526 0.51475 0.018 0.304 -0.279
H 6.59294 0.04293 -1.27827 -0.631 -0.265 -0.202
H 6.97873 1.09966 -0.02988 0.251 0.541 0.087
H 6.92387 1.65211 -1.74764 -0.656 0.661 0.231
C 3.64575 -1.32679 -3.99010 -0.465 1.628 -0.350
S 2.90850 -0.01973 -5.16137 -1.120 0.259 1.002
O 1.42458 -0.19885 -5.28274 1.158 -0.284 -0.344
C 3.04774 1.45143 -4.05564 0.289 -0.546 0.996
H 4.70659 -1.07844 -4.02209 0.198 -0.366 -0.095
H 3.38714 -2.30829 -4.38746 0.120 0.199 -0.062
H 3.26765 -1.18850 -2.97717 -0.299 -0.084 -0.160
H 4.07843 1.70745 -3.81019 0.244 0.037 -0.445
H 2.60615 1.21518 -3.08752 -0.460 -0.459 0.080
H 2.47881 2.32688 -4.36868 0.115 -0.317 -0.751
C 2.46043 -4.92381 -2.73697 -0.681 0.948 0.103
S 1.87272 -3.64050 -1.44904 0.299 1.357 0.578
O 1.41966 -2.31088 -2.05312 0.702 -2.963 0.411
C 0.41041 -4.51034 -0.71574 -0.159 -0.103 -1.377
H 3.29510 -4.42599 -3.23055 -0.203 0.178 -0.135
H 1.65010 -5.13592 -3.43445 0.047 0.065 -0.090
H 2.87591 -5.84840 -2.33623 -0.339 0.089 0.592
H -0.31671 -3.74443 -0.44599 0.058 0.448 -0.128
H 0.58665 -5.17969 0.12629 0.685 0.177 0.005
H 0.01347 -5.09086 -1.54852 -0.394 -0.003 0.121
C -3.93851 -4.58802 3.10183 0.320 0.429 -0.333
S -5.28681 -3.49499 2.35547 -1.083 0.177 1.743
O -6.36767 -3.35446 3.44008 1.061 -0.322 -1.177
C -4.47765 -1.82936 2.24671 -0.207 -1.572 0.006
H -2.99977 -4.07245 2.89924 0.083 -0.121 0.125
H -3.88035 -5.59062 2.67813 -0.361 0.274 -0.876
H -4.01939 -4.85622 4.15522 -0.473 1.028 0.244
H -3.67389 -2.01526 1.53429 0.795 0.534 0.125
H -4.24663 -1.52337 3.26705 0.359 0.049 -0.240
H -5.15310 -1.12435 1.76213 -0.289 -0.319 0.153
C -1.59848 4.64439 0.14315 -0.384 0.908 0.006
S -1.63522 5.22013 1.89304 -0.111 -1.422 0.473
O -0.32381 5.86460 2.24742 -0.915 0.193 -0.689
C -2.94498 6.51849 1.80722 1.231 -0.530 -1.243
H -1.38803 5.49326 -0.50742 0.501 0.085 0.038
H -2.56456 4.29158 -0.21782 -0.214 -0.222 0.590
H -0.88456 3.83020 0.01866 0.125 0.030 0.161
H -3.13617 6.85895 2.82489 0.056 0.159 -0.345
H -3.81809 6.15944 1.26237 -0.101 -0.303 0.432
H -2.45295 7.20309 1.11633 -0.201 0.817 0.485
C 2.07563 -2.33148 2.44956 -0.572 0.161 0.844
S 1.29576 -2.84235 4.12920 -0.468 1.000 -1.449
O 1.36305 -1.63947 5.03115 0.271 -0.672 -0.320
C -0.45063 -2.77074 3.55869 0.048 1.094 -0.382
H 3.01527 -1.82474 2.66949 0.054 -0.247 0.276
H 1.44070 -1.59816 1.95237 -0.305 0.045 0.115
H 2.23883 -3.15420 1.75343 -0.066 -0.271 0.323
H -1.12421 -2.72530 4.41445 0.201 -0.844 0.183
H -0.76128 -3.38937 2.71672 0.245 -0.572 0.350
H -0.59467 -1.76879 3.15442 0.462 0.328 -0.184
C 1.14165 2.67266 3.40929 -0.141 -1.250 0.090
S 2.58685 1.50330 3.15436 1.740 4.235 1.851
O 3.76532 2.52998 3.08730 -1.665 -2.455 -0.285
C 2.75267 1.04516 4.95208 -0.657 -0.749 -0.386
H 1.44236 3.42720 4.13616 0.191 -0.145 -0.094
H 0.35013 2.02972 3.79429 -0.183 0.084 0.208
H 0.72865 3.13620 2.51338 0.604 -0.194 -0.175
H 1.80216 0.76895 5.40850 -0.038 -0.104 -0.193
H 3.22541 1.82448 5.54981 0.050 0.303 -0.638
H 3.36977 0.14673 4.94131 0.040 0.067 0.137
C -4.49507 -4.02466 -3.62505 0.404 0.671 -1.237
S -2.98321 -4.62532 -2.70156 1.256 2.770 -0.064
O -1.73111 -3.78211 -3.11238 -3.147 -2.205 0.705
C -3.62624 -4.00429 -1.09354 -0.053 0.446 0.764
H -4.64304 -2.94708 -3.69591 0.545 0.350 1.097
H -5.47058 -4.44436 -3.37944 0.358 -0.517 0.426
H -4.30560 -4.17557 -4.68780 0.179 -0.828 -0.078
H -4.55154 -4.50267 -0.80455 -0.085 -0.434 -0.398
H -3.82098 -2.93421 -1.02196 0.256 0.385 -0.925
H -2.95107 -4.08962 -0.24210 0.612 -0.556 -0.398
```
Positions in Å, forces in eV/Å.

Calculated values
- net charge = -2
- gap between HOMO and LUMO (eV) = 3.095
- strongest force on any atom (hartree/bohr) = 0.096
- LUMO (eV) = 3.647

Here are the Mulliken charges for atoms 1 to 99, given in e:
1 O -0.518
2 C 0.185
3 C 1.483
4 O -0.985
5 H -0.421
6 H -0.209
7 H -0.867
8 H -0.410
9 C -0.249
10 S 0.358
11 O -0.374
12 C -0.985
13 H 0.491
14 H -0.039
15 H -0.188
16 H 0.379
17 H 0.256
18 H 0.295
19 C 0.121
20 S 0.379
21 O -0.528
22 C -0.959
23 H -0.563
24 H 0.150
25 H 0.341
26 H 0.409
27 H 0.323
28 H 0.204
29 C -0.569
30 S 0.904
31 O -0.635
32 C -1.241
33 H 0.464
34 H 0.448
35 H -0.364
36 H 0.381
37 H 0.360
38 H 0.335
39 C -0.493
40 S 0.334
41 O -0.545
42 C -0.615
43 H 0.434
44 H 0.226
45 H -0.082
46 H 0.335
47 H -0.014
48 H 0.364
49 C -1.074
50 S 0.464
51 O -0.408
52 C -0.646
53 H 0.294
54 H 0.282
55 H 0.389
56 H -0.104
57 H 0.459
58 H 0.316
59 C -0.347
60 S 0.455
61 O -0.691
62 C -0.520
63 H -0.279
64 H 0.346
65 H 0.376
66 H -0.057
67 H 0.375
68 H 0.312
69 C -0.627
70 S 0.531
71 O -0.574
72 C -0.945
73 H 0.374
74 H 0.366
75 H -0.020
76 H 0.305
77 H 0.329
78 H 0.276
79 C -0.352
80 S 0.267
81 O -0.563
82 C -0.665
83 H 0.355
84 H -0.253
85 H 0.413
86 H 0.479
87 H 0.109
88 H 0.166
89 C -0.817
90 S 0.970
91 O -0.698
92 C -1.170
93 H 0.405
94 H 0.462
95 H -0.216
96 H 0.357
97 H 0.373
98 H 0.309
99 C -0.852